No. 1
Entry from the OMol25 dataset: the molecule C6H10O (ωB97M-V/def2-TZVPD).

Structure (ORCA input):
```
! RIJCOSX wB97M-V def2-TZVPD def2/J DEFGRID3
* xyz 0 1
H -3.049 0.343 -0.075
O -0.622 1.274 -0.030
C -0.948 0.009 -0.280
C 0.798 1.454 -0.259
C 1.434 0.050 -0.173
C 1.689 -0.505 1.137
H 1.160 2.147 0.502
C -2.307 -0.436 0.119
C 0.202 -0.767 -0.631
H 0.174 -1.850 -0.678
H 0.905 1.886 -1.262
H -2.284 -0.647 1.197
H -2.592 -1.353 -0.403
H -0.428 -0.344 -1.624
H 2.265 -0.046 -0.879
H 1.125 -0.157 1.998
H 2.559 -1.125 1.313
*
```

- E: -8426.5301 eV
- LUMO energy (alpha / beta): 0.029 / 0.024 Eh
- Relative energy (zero: lowest compared OMol25 entry of this formula, charge and spin): 108.62 kcal/mol
- Gap between HOMO and LUMO (alpha / beta): 6.941 / 6.013 eV
- Maximum force: 0.46 eV/Å

No. 2
Entry from the OMol25 dataset: a cluster of 12 separate species, C4H32N2O13 in total in a non-equilibrium geometry (ωB97M-V/def2-TZVPD).

Structure (ORCA input):
```
! RIJCOSX wB97M-V def2-TZVPD def2/J DEFGRID3
* xyz 1 2
H 5.698 0.466 0.340
N -0.948 1.343 -1.745
H -4.858 3.181 -0.935
H -1.521 2.200 -1.803
H 3.778 -0.508 1.536
H 3.786 3.625 0.476
O -0.736 -2.408 0.953
H -5.279 -1.714 2.533
H 2.044 -3.043 -1.149
O 1.530 1.452 2.051
H 1.471 -1.506 -1.217
H 2.301 -2.368 0.906
H -2.404 -2.439 0.208
O -4.077 2.644 -1.106
H -1.029 1.079 -3.818
N 1.221 -0.649 -0.704
O 5.066 0.625 1.049
H 1.530 2.856 -2.147
O -3.874 0.711 0.784
H -4.176 1.828 -0.573
C -1.035 0.459 -2.909
C -0.613 0.929 -0.512
C -0.172 -0.574 -0.333
O 2.454 2.572 -2.056
H -0.734 -1.205 -1.026
O 1.873 -3.164 0.527
H -4.516 0.069 1.170
H -0.815 -2.857 1.806
H 0.410 -0.915 1.767
H 2.907 -2.844 -2.432
O 2.877 -0.881 1.722
C -0.446 -1.006 1.119
H -0.205 -0.234 -2.964
H 4.587 1.454 0.828
H -3.272 -1.247 -0.292
O 2.020 -2.716 -2.078
O -5.321 -1.319 1.660
O -0.641 1.692 0.445
H -4.764 -1.844 1.040
H 2.386 -0.102 2.049
H 2.216 2.004 1.613
H 0.677 1.550 1.591
H -1.989 -0.091 -2.876
H 0.916 -2.980 0.583
H 1.847 -0.527 0.117
H 2.335 1.610 -2.055
H 3.013 2.688 -0.449
H -3.544 1.289 1.478
O -3.313 -2.181 -0.051
O 3.434 2.727 0.448
H -1.325 -0.511 1.558
*
```

- E: -34258.7205 eV
- LUMO energy (alpha / beta): -0.101 / -0.292 Eh
- Relative energy (zero: lowest compared OMol25 entry of this formula, charge and spin): 0.00 kcal/mol
- ⟨S²⟩: 0.7556
- Gap between HOMO and LUMO (alpha / beta): 10.797 / 5.587 eV
- Maximum force: 2.98 eV/Å

No. 3
Entry from the OMol25 dataset: a structure of composition C49H40N7PTc in a non-equilibrium geometry (ωB97M-V/def2-TZVPD).

Structure (ORCA input):
```
! RIJCOSX wB97M-V def2-TZVPD def2/J DEFGRID3
* xyz 4 4
C -3.979 1.744 2.800
C -2.209 -2.860 4.314
C -3.210 4.197 -2.128
H 8.617 -1.341 0.329
N 2.423 0.748 0.319
H -0.804 -4.474 0.593
N -0.812 -1.500 -1.760
C -1.387 -2.025 1.785
H 0.371 -1.282 2.773
H -3.284 -2.784 1.113
C 2.277 0.549 -1.003
H 6.615 0.078 0.516
H 2.894 -1.512 -3.045
H -5.302 6.565 -0.874
C 5.806 -0.268 3.697
H -3.406 -7.101 -1.546
C 7.678 -1.679 -0.077
H -1.684 -6.725 0.189
C -0.915 -1.711 -3.180
C -3.874 5.018 -1.183
C -0.143 -0.471 -1.195
H -3.996 -3.538 3.341
C -2.968 2.021 1.908
C -1.969 -3.552 -0.966
N 3.306 -0.203 -1.466
H -0.364 -2.032 5.017
H 0.384 1.686 4.904
C 4.154 -0.465 -0.422
H -6.104 1.659 3.112
H 0.527 3.502 -3.501
H 3.354 2.355 2.242
H -1.842 -1.284 -3.569
C -4.417 5.301 -3.897
C 6.555 -0.889 0.040
C -1.330 -2.270 -0.758
N -1.008 2.036 -0.224
C -0.317 2.169 -1.379
C 5.073 -0.572 2.569
P 0.786 0.833 -2.089
C -3.032 -3.071 3.214
H -3.744 1.467 3.815
H -3.080 3.688 -4.233
H -0.900 -2.779 -3.393
C -0.995 -2.192 4.156
C -3.441 -5.041 -2.166
C 5.331 -1.303 -0.525
C -2.923 -3.777 -1.970
C 3.607 0.186 0.702
C -0.586 -1.770 2.908
H -3.295 -2.958 -2.565
H -0.077 -1.222 -3.683
H -6.655 2.247 0.784
C -1.556 -4.633 -0.163
C -0.974 -1.644 0.455
C -2.054 -5.896 -0.392
H -2.509 -3.209 5.291
N -0.229 -0.540 0.150
Tc 0.523 1.231 0.824
H 4.714 2.896 4.227
C -2.207 2.648 -0.358
C -3.508 4.347 -3.494
C 3.481 -0.614 -2.837
H -4.184 -5.205 -2.929
C -3.005 -6.111 -1.385
C -2.630 -2.662 1.962
H -3.613 4.940 -0.137
C 7.612 -2.896 -0.747
H -4.875 2.705 -0.830
C 6.396 -3.334 -1.273
H -5.770 6.850 -3.286
C 4.203 0.383 2.003
N 0.423 1.492 3.926
H -1.928 1.979 2.218
N -1.042 2.947 -2.238
C -5.313 1.849 2.406
C -0.561 3.437 -3.507
H 4.328 -2.915 -1.558
C 0.458 1.336 2.770
C -5.061 6.108 -2.958
H 8.496 -3.503 -0.860
H 6.336 -4.305 -1.738
H 6.473 -1.001 4.120
C 5.680 0.982 4.293
H -4.641 5.421 -4.946
H 5.140 -1.555 2.129
H 6.261 1.223 5.169
C -5.624 2.201 1.098
C 4.026 1.615 2.659
C 5.270 -2.543 -1.182
C -4.800 5.945 -1.599
H -0.965 4.434 -3.690
H 3.180 0.184 -3.519
H -0.859 2.769 -4.316
H 4.531 -0.837 -3.024
C -4.621 2.474 0.194
C 4.783 1.918 3.771
C -2.224 3.276 -1.631
C -3.270 2.415 0.593
*
```

- E: -73341.1651 eV
- LUMO energy (alpha / beta): -0.393 / -0.488 Eh
- ⟨S²⟩: 3.8259
- Gap between HOMO and LUMO (alpha / beta): 6.081 / 3.395 eV
- Maximum force: 1.33 eV/Å